C28H36F3N4SbV as an isolated structure in a non-equilibrium geometry. Source: OMol25; level of theory: the ωB97M-V functional and the def2-TZVPD basis.

```
73
Properties=species:S:1:pos:R:3:lowdin_spin:R:1
C -1.63948 2.83607 -2.10152 0.00
N -2.06204 2.18381 -0.83570 0.01
H -0.18508 1.77793 2.55053 0.00
C 4.71722 -0.02017 -1.67420 0.00
H 0.45378 3.11840 -1.69646 0.00
C 2.34543 -3.51459 3.57800 0.00
H -1.46166 1.06896 -4.61853 0.00
H -3.84908 3.30166 -0.69578 0.00
F 6.06565 -1.59979 -2.74471 0.00
C -3.53095 2.25679 -0.66934 0.01
H -0.88690 -2.81236 1.57829 0.00
H 3.24005 -3.74793 4.13965 0.00
H -0.78093 -4.74729 3.11414 0.00
C 0.06206 -4.08028 2.99441 0.00
C 3.11485 -2.10900 -0.76077 0.00
H -2.39761 1.34138 1.93678 0.00
C 1.22825 -4.32499 3.69738 0.00
H -1.63551 2.71376 -0.06843 0.00
H 3.88322 0.57094 1.88438 0.00
H -4.42633 2.38095 1.28872 0.00
H -1.89663 -0.81410 1.50439 0.00
H -4.97733 1.02741 0.34469 0.00
C 3.15485 1.18106 2.40522 0.00
H -1.80496 3.91537 -2.07272 0.00
N 0.11642 1.09983 -2.15624 0.00
H 0.81296 0.60756 -4.09478 0.00
C -2.51275 -0.29555 -3.32420 0.01
H -2.25785 2.43285 -2.90072 0.00
H -3.96651 1.78451 -1.54875 0.00
C 0.01936 -2.98137 2.15049 0.00
H -3.04867 -1.05550 -3.89721 0.00
H 3.39585 1.27630 -0.60726 0.00
H 5.36657 0.76601 -2.03576 0.00
C 1.12119 -2.14261 2.02105 0.00
H -3.99957 -2.04559 -1.75642 0.00
H 2.49784 -2.92262 -0.39598 0.00
F 1.27833 -5.37690 4.50810 0.00
C 1.28662 2.76731 3.73568 0.00
H 0.58976 3.39617 4.27339 0.00
N -2.26703 -0.79698 -1.95364 0.01
H -4.24937 -1.51452 0.71416 0.00
C 3.61235 0.24810 -0.88094 0.00
H -4.22978 -0.33660 -1.40969 0.00
V -1.09593 0.34579 -0.64962 0.94
F 3.04299 3.71855 4.94707 0.00
C 5.00044 -1.33736 -1.99286 0.00
H -3.77474 0.30380 2.25951 0.00
C 2.63899 2.85785 4.01811 0.00
H 1.08606 1.04470 -1.84962 0.00
C 0.87476 1.86190 2.77230 0.00
C 2.81018 -0.79318 -0.41681 0.00
N -2.43431 -0.37431 0.76522 0.01
C -4.08668 1.59774 0.61127 0.00
C -3.54075 -1.17030 -1.29048 0.00
H 0.42617 -0.74989 -3.05315 0.00
Sb 1.08108 -0.42545 0.76538 0.00
H 0.08183 2.85025 -3.39585 0.00
C -3.29524 -1.43580 0.18683 0.00
H -1.07046 -0.60150 -4.90036 0.00
H -2.78102 -2.39215 0.30059 0.00
C 0.08313 0.24084 -3.36840 0.00
H 4.47914 -3.40421 -1.82253 0.00
C 2.28447 -2.41933 2.73517 0.00
C -1.25144 0.12701 -4.11038 0.00
C 3.58309 2.08590 3.36246 0.00
C 4.21626 -2.39034 -1.55203 0.00
H -1.70747 -1.65166 -2.03808 0.00
H 3.14799 -1.77267 2.63319 0.00
C 1.80014 1.06042 2.10982 0.00
H -3.19444 0.54882 -3.23169 0.00
H 4.63079 2.19905 3.60695 0.00
C -0.17133 2.53988 -2.37913 0.00
C -3.16030 0.72127 1.45743 0.00
```

As for the spin multiplicity: 2. The net charge is +2. The value obtained for the HOMO energy (alpha / beta) is -13.484 / -12.941 eV. As for the total energy: -2790.87056 Eh. For the HOMO-LUMO gap (alpha / beta), the calculation gives 7.61 / 7.12 eV.